C17H29Br18IN | wB97M-V/def2-TZVPD

Structure (XYZ):
```
66
Properties=species:S:1:pos:R:3:forces:R:3
C 2.697177 -1.509590 0.332695 0.22 0.36 -0.51
C 3.136299 -1.761141 -1.118910 -0.28 -0.03 0.22
C 1.988133 -2.308812 -1.969190 0.49 -0.53 0.27
C 3.875949 -0.575948 -1.745903 0.14 0.54 -0.29
C 2.996618 0.490515 -2.402309 -0.37 -0.79 -0.17
C 1.822188 0.993545 -1.599009 0.59 0.47 0.41
C 1.343604 2.286023 -2.289690 0.30 -1.53 1.28
C 2.674309 2.882995 -2.802363 -1.93 1.16 0.22
C 2.971994 4.275536 -2.184748 1.28 -0.66 -0.33
C 4.390828 4.451311 -1.599587 -0.65 1.00 0.55
C 4.383898 4.492633 -0.059989 0.24 -0.97 -0.64
I 5.149502 2.615204 0.696792 -0.06 0.25 0.12
N 3.713513 1.804380 -2.681137 0.13 -0.55 -0.47
H 1.632688 -1.338568 0.388827 -0.39 -0.02 0.23
H 2.971044 -2.344576 0.961443 -0.13 -0.17 0.23
H 3.192736 -0.620682 0.708432 0.09 0.11 0.34
H 3.863811 -2.561619 -1.059801 0.37 -0.06 -0.17
H 2.235322 -2.328586 -3.025580 -0.12 0.15 -0.26
H 1.850887 -3.346198 -1.683103 -0.18 -0.22 0.03
H 1.041122 -1.825218 -1.775182 -0.20 0.32 -0.20
H 4.490502 -0.080927 -0.998592 0.20 -0.06 0.28
H 4.543820 -0.972722 -2.506220 0.22 0.04 -0.16
H 2.759066 0.119261 -3.394047 -0.64 0.02 -0.15
H 1.092426 0.264864 -1.292669 -0.39 -0.25 -0.47
H 2.282704 1.291209 -0.651466 -0.06 0.14 0.23
H 0.853062 2.828331 -1.492268 0.06 0.75 -0.15
H 0.585578 2.083160 -3.034430 0.17 0.04 -0.50
H 2.500665 3.014879 -3.862464 0.52 0.02 -0.30
H 2.845889 5.008075 -2.969911 -0.13 0.12 -0.23
H 2.252503 4.524735 -1.421530 -0.31 -0.14 0.19
H 5.113717 3.747950 -1.984726 0.24 -0.10 -0.11
H 4.749515 5.428934 -1.901735 0.12 0.16 -0.25
H 4.972659 5.306130 0.323315 0.35 0.01 0.32
H 3.381723 4.541035 0.325433 -0.27 0.14 0.23
H 4.462860 1.912745 -1.985222 -0.26 0.44 0.14
H 4.122997 1.756654 -3.609415 0.59 -0.17 0.19
C -0.227635 0.631262 3.947247 0.07 -0.04 -0.08
Br -0.837876 1.606545 2.393548 0.07 -0.06 0.03
Br -0.792604 -1.207816 3.894632 0.01 0.06 0.03
Br 1.676984 0.776030 4.190585 -0.15 0.04 -0.14
H -0.695386 1.092841 4.804044 -0.02 0.00 0.03
C 4.044479 2.924528 6.867732 -0.12 -0.05 0.03
Br 4.767150 2.708802 5.090115 -0.01 0.01 0.02
Br 2.778944 4.372820 6.949209 0.05 -0.09 -0.04
Br 3.289454 1.278688 7.527562 0.10 0.13 0.02
H 4.869322 3.182619 7.514492 0.03 0.00 0.00
C -1.405958 -4.531178 2.140439 -0.06 0.00 0.03
Br -2.031146 -5.163077 3.846519 0.05 0.04 -0.09
Br 0.515601 -4.393356 2.093542 -0.04 -0.05 -0.02
Br -2.073850 -5.600980 0.685301 0.05 0.00 0.02
H -1.798392 -3.533448 2.007219 0.00 0.03 -0.02
C -5.759155 -6.457607 -1.279872 -0.04 -0.01 0.00
Br -5.003612 -6.563646 -3.051048 -0.03 0.01 0.09
Br -6.972768 -4.973341 -1.108916 0.04 -0.05 -0.05
Br -6.582490 -8.117317 -0.756992 0.03 0.09 -0.04
H -4.943587 -6.277407 -0.595648 0.02 0.00 0.02
C -8.916697 -2.747026 1.966652 0.05 -0.08 0.01
Br -9.428676 -1.703827 0.428153 0.00 -0.07 0.01
Br -9.577466 -4.548945 1.847292 0.04 0.09 0.00
Br -7.010724 -2.699499 2.251172 -0.07 0.00 -0.01
H -9.378023 -2.291893 2.829786 -0.02 0.04 0.01
C -9.475328 1.438147 -2.149103 -0.07 0.05 -0.05
Br -7.848967 2.468823 -2.058955 -0.06 -0.04 0.00
Br -10.982724 2.431574 -1.477062 0.10 -0.06 -0.04
Br -9.797702 0.771554 -3.926401 0.02 0.04 0.08
H -9.342478 0.580614 -1.506986 0.03 0.00 0.03
```
Positions in Å, forces in eV/Å.

As for the LUMO energy: -2.78 eV. As for the spin multiplicity: 1. The value obtained for the HOMO-LUMO gap is 8.587 eV. The charge is +1.

For reference, the Mulliken charges in units of e are: number 1, C, carries -1.29; number 2, C, carries 0.59; number 3, C, carries -1.62; number 4, C, carries -1.28; number 5, C, carries 0.08; number 6, C, carries -0.61; number 7, C, carries -1.34; number 8, C, carries 0.09; number 9, C, carries -1.00; number 10, C, carries -0.89; number 11, C, carries -1.00; number 12, I, carries 0.01; number 13, N, carries 0.09; number 14, H, carries 0.33; number 15, H, carries 0.28; number 16, H, carries 0.28; number 17, H, carries 0.55; number 18, H, carries 0.36; number 19, H, carries 0.47; number 20, H, carries 0.36; number 21, H, carries 0.31; number 22, H, carries 0.39; number 23, H, carries 0.25; number 24, H, carries 0.57; number 25, H, carries 0.20; number 26, H, carries 0.43; number 27, H, carries 0.46; number 28, H, carries 0.34; number 29, H, carries 0.43; number 30, H, carries 0.54; number 31, H, carries 0.71; number 32, H, carries 0.34; number 33, H, carries 0.49; number 34, H, carries 0.43; number 35, H, carries 0.23; number 36, H, carries 0.43; number 37, C, carries -0.42; number 38, Br, carries -0.03; number 39, Br, carries 0.06; number 40, Br, carries 0.11; number 41, H, carries 0.35; number 42, C, carries -0.36; number 43, Br, carries -0.02; number 44, Br, carries 0.00; number 45, Br, carries -0.01; number 46, H, carries 0.35; number 47, C, carries -0.33; number 48, Br, carries 0.01; number 49, Br, carries 0.02; number 50, Br, carries -0.03; number 51, H, carries 0.29; number 52, C, carries 0.05; number 53, Br, carries -0.02; number 54, Br, carries 0.05; number 55, Br, carries 0.00; number 56, H, carries -0.07; number 57, C, carries -0.37; number 58, Br, carries 0.00; number 59, Br, carries 0.02; number 60, Br, carries 0.02; number 61, H, carries 0.35; number 62, C, carries 0.37; number 63, Br, carries -0.01; number 64, Br, carries 0.01; number 65, Br, carries 0.00; number 66, H, carries -0.39

---

C17H29BrNO2P2Pm | wB97M-V/def2-TZVPD

Structure (XYZ):
```
53
Properties=species:S:1:pos:R:3:forces:R:3
C -0.847453 4.011945 -1.294095 0.13 0.27 0.11
C -0.855021 2.663363 -0.955752 0.17 -0.46 0.31
N -0.017853 2.218480 0.005164 0.38 0.68 -0.53
C 0.879184 3.000299 0.639186 -0.23 -0.36 0.08
C 0.956986 4.354466 0.335327 -0.02 0.02 -0.17
C 0.074528 4.850363 -0.641013 -0.05 -0.21 0.00
C -1.765596 1.656292 -1.694411 -1.00 0.36 -0.29
P -2.323575 0.182436 -0.780379 2.25 -0.82 1.36
Pm -0.150494 -0.072151 0.781411 -0.31 -1.62 -0.52
P 2.286260 0.628312 1.588315 -1.70 -1.09 -1.02
C 1.736016 2.374403 1.779223 0.69 0.40 -0.03
C 0.054665 -2.338767 0.761716 0.16 3.20 -0.61
C -1.005460 -2.776154 1.504680 0.15 -2.59 0.12
C -1.029919 -4.186416 1.680110 0.02 0.71 -0.09
C 0.021952 -4.926432 1.098152 -0.11 -0.24 0.04
C 1.089916 -4.368263 0.358567 0.22 0.73 -0.17
C 1.111754 -2.964208 0.175633 0.01 -2.84 0.46
O -0.690929 0.252610 -4.166877 0.44 -0.31 -0.29
O 0.446032 -1.830980 -2.886606 -0.05 -0.35 -0.01
H -1.566684 4.361990 -2.053871 0.63 0.02 0.50
H 1.699260 4.971207 0.871516 -0.61 -0.19 -0.53
H 0.108350 5.905832 -0.897818 -0.03 -0.14 0.04
C -3.596721 0.517920 0.465334 -0.70 0.32 -0.67
C -2.723234 -1.232472 -1.810632 -0.71 0.47 -0.75
H 2.697121 2.893845 1.894431 -0.56 0.78 0.16
H 1.149170 2.392809 2.720462 0.38 0.13 -0.40
H -1.275200 1.239376 -2.626741 -0.46 0.52 0.77
H -2.746614 2.110418 -1.913988 0.65 0.69 -0.65
C 2.480850 -0.180236 3.203315 0.70 0.60 0.24
C 3.704146 0.430659 0.512934 0.52 0.47 0.51
H -1.771804 -2.100042 1.951370 0.50 -0.48 -0.30
H -1.844096 -4.651883 2.258260 0.57 -0.12 -0.35
H 0.009919 -6.005060 1.226364 0.00 0.06 0.01
H 1.899183 -4.971041 -0.078258 -0.53 -0.15 0.35
H 1.893528 -2.409548 -0.377988 -0.50 -0.53 0.27
H 0.711645 -1.174449 -2.117435 -0.24 -0.42 -0.24
H 0.222790 -2.685326 -2.481967 0.19 0.46 -0.09
H -0.330061 -0.631030 -3.882683 -0.11 0.50 0.00
H 0.079580 0.721012 -4.520844 -0.26 -0.22 0.10
H 0.926630 -0.303078 -1.257215 0.12 0.54 0.42
H -4.480981 0.740946 -0.159154 -0.32 0.09 1.04
H -3.727449 -0.369680 1.126165 -0.02 0.59 -0.68
H -3.271573 1.360004 1.114628 -0.38 -0.45 -0.59
H -3.606300 -0.847597 -2.357443 0.20 -1.17 -0.32
H -1.856334 -1.460684 -2.476602 -0.78 0.30 0.50
H -2.933837 -2.115164 -1.165449 -0.01 0.74 -0.44
H 4.509466 0.901656 1.106652 0.49 -0.39 -1.03
H 3.841728 -0.660017 0.323209 0.06 0.91 0.24
H 3.463272 0.936785 -0.448604 0.36 -0.29 0.72
H 3.373363 0.326180 3.617787 -0.37 -0.79 0.68
H 1.557754 -0.032695 3.813256 0.82 0.05 -0.46
H 2.621275 -1.273648 3.041339 0.10 0.85 0.08
Br -1.189118 0.563408 3.091296 -0.82 0.76 2.09
```
Positions in Å, forces in eV/Å.

As for the LUMO energy (spin up / spin down): 0.07 / 0.08 eV. As for the spin multiplicity: 5. The value obtained for the HOMO-LUMO gap (spin up / spin down) is 6.867 / 6.860 eV. As for the expectation value of S²: 6.007. The charge is 0.

For reference, the Mulliken charges in units of e are: number 1, C, carries -0.91; number 2, C, carries 0.54; number 3, N, carries 0.36; number 4, C, carries 0.85; number 5, C, carries -0.99; number 6, C, carries -0.34; number 7, C, carries -0.74; number 8, P, carries 0.60; number 9, Pm, carries 0.08; number 10, P, carries 0.53; number 11, C, carries -1.13; number 12, C, carries 1.37; number 13, C, carries -0.64; number 14, C, carries -0.73; number 15, C, carries -0.50; number 16, C, carries -0.74; number 17, C, carries -0.69; number 18, O, carries -0.73; number 19, O, carries -0.85; number 20, H, carries 0.47; number 21, H, carries 0.44; number 22, H, carries 0.39; number 23, C, carries -1.16; number 24, C, carries -0.96; number 25, H, carries 0.48; number 26, H, carries 0.32; number 27, H, carries 0.28; number 28, H, carries 0.52; number 29, C, carries -1.07; number 30, C, carries -1.12; number 31, H, carries 0.17; number 32, H, carries 0.38; number 33, H, carries 0.38; number 34, H, carries 0.37; number 35, H, carries 0.38; number 36, H, carries -0.25; number 37, H, carries 0.25; number 38, H, carries 0.35; number 39, H, carries 0.29; number 40, H, carries 0.35; number 41, H, carries 0.43; number 42, H, carries 0.28; number 43, H, carries 0.27; number 44, H, carries 0.40; number 45, H, carries 0.24; number 46, H, carries 0.32; number 47, H, carries 0.41; number 48, H, carries 0.30; number 49, H, carries 0.29; number 50, H, carries 0.41; number 51, H, carries 0.29; number 52, H, carries 0.31; number 53, Br, carries -0.54

---

Question: Among the records above, which one has the highest charge?
Answer: C17H29Br18IN